(1)
# C18H52NO6P

A cluster of 6 separate species, C18H52NO6P in total (ωB97M-V/def2-TZVPD, the Open Molecules 2025 dataset).

Properties
- Kohn-Sham gap: 9.782 eV
- Max |F|: 0.33 eV/Å

Geometry (Å):
C1 -1.551 0.679 -0.835
C2 -1.907 1.502 0.392
O1 -3.086 1.106 1.056
P1 -4.653 1.585 0.464
C3 -5.012 -0.043 -0.247
N1 -6.142 2.338 -0.123
H1 -2.240 0.839 -1.668
H2 -0.553 0.927 -1.202
H3 -1.555 -0.383 -0.572
H4 -1.977 2.563 0.097
H5 -1.097 1.432 1.124
H6 -3.978 2.605 -0.251
H7 -4.980 1.654 1.826
H8 -5.939 -0.034 -0.816
H9 -4.171 -0.334 -0.872
H10 -5.070 -0.761 0.572
H11 -6.098 3.350 -0.070
H12 -7.010 2.048 0.318
C4 2.793 1.205 -4.805
C5 1.345 1.065 -4.375
C6 0.428 2.027 -5.109
O2 1.216 1.216 -2.954
H13 3.160 2.217 -4.604
H14 3.414 0.488 -4.271
H15 2.896 1.016 -5.875
H16 1.026 0.037 -4.545
H17 0.729 3.063 -4.924
H18 -0.603 1.899 -4.780
H19 0.474 1.855 -6.185
H20 1.468 2.118 -2.721
C7 -0.455 -2.518 -2.844
C8 -0.049 -2.932 -4.251
C9 0.053 -4.440 -4.407
O3 1.160 -2.290 -4.634
H21 0.285 -2.876 -2.121
H22 -0.508 -1.432 -2.766
H23 -1.422 -2.944 -2.569
H24 -0.790 -2.550 -4.960
H25 0.806 -4.837 -3.720
H26 0.340 -4.700 -5.424
H27 -0.898 -4.923 -4.174
H28 1.869 -2.553 -4.028
C10 -0.574 2.331 4.701
C11 -1.506 3.453 4.281
C12 -2.928 3.230 4.767
O4 -1.477 3.631 2.866
H29 -0.928 1.385 4.278
H30 0.441 2.511 4.349
H31 -0.543 2.221 5.786
H32 -1.134 4.403 4.675
H33 -3.321 2.298 4.350
H34 -3.572 4.052 4.454
H35 -2.962 3.152 5.855
H36 -1.789 2.808 2.468
C13 5.795 -2.276 -1.885
C14 4.586 -1.561 -2.457
C15 3.850 -0.723 -1.428
O5 3.693 -2.497 -3.079
H37 5.490 -2.941 -1.071
H38 6.293 -2.866 -2.653
H39 6.507 -1.558 -1.475
H40 4.905 -0.927 -3.288
H41 3.512 -1.358 -0.603
H42 2.982 -0.235 -1.872
H43 4.509 0.039 -1.008
H44 3.391 -3.106 -2.392
C16 0.101 -1.102 6.868
C17 1.020 -0.908 5.674
C18 1.719 -2.193 5.265
O6 1.963 0.136 5.917
H45 0.674 -1.446 7.734
H46 -0.393 -0.166 7.124
H47 -0.662 -1.853 6.654
H48 0.435 -0.533 4.831
H49 2.336 -2.565 6.088
H50 2.358 -2.020 4.400
H51 0.994 -2.969 5.017
H52 2.516 -0.129 6.661

Cartesian forces, eV/Å:
0.085 -0.281 0.088
0.024 0.193 -0.244
0.071 -0.104 0.087
0.067 0.310 0.075
0.063 0.005 0.042
-0.061 0.128 0.075
-0.096 0.008 0.077
-0.042 0.030 0.048
-0.031 0.041 -0.086
0.002 -0.038 0.079
0.037 -0.025 -0.054
-0.043 -0.107 -0.050
-0.119 -0.023 0.002
0.051 0.001 -0.003
-0.033 -0.062 -0.076
0.046 0.012 -0.013
-0.005 -0.039 -0.020
0.086 -0.073 -0.028
-0.037 0.040 -0.036
-0.067 -0.178 0.073
0.016 0.014 0.009
0.048 0.154 0.032
0.020 -0.017 0.017
0.030 0.008 0.020
-0.001 -0.002 0.003
0.015 0.031 -0.110
-0.019 -0.001 0.008
0.000 0.018 0.006
-0.010 -0.005 0.001
0.000 -0.022 -0.022
0.029 -0.058 0.003
-0.064 0.149 -0.034
0.012 -0.002 0.065
0.013 -0.144 -0.021
-0.007 0.024 0.008
0.011 -0.005 0.011
-0.008 0.017 -0.007
-0.020 -0.044 0.029
0.005 -0.012 -0.025
0.017 -0.008 0.005
-0.004 0.002 -0.014
0.092 0.207 -0.105
-0.033 -0.049 0.005
0.048 0.136 -0.007
0.016 -0.047 0.008
-0.035 -0.074 0.013
0.019 0.003 0.003
-0.004 -0.012 -0.015
0.001 0.013 0.002
-0.008 -0.035 0.035
-0.017 0.017 -0.006
-0.012 -0.009 -0.009
-0.004 0.011 0.000
-0.086 0.038 -0.025
-0.019 0.014 0.055
-0.072 0.100 -0.184
0.022 -0.054 0.045
-0.110 -0.219 0.158
0.015 -0.016 -0.016
-0.003 -0.017 0.009
0.007 -0.003 -0.011
0.026 0.019 0.044
-0.013 0.014 -0.005
0.002 0.002 0.010
-0.008 0.011 -0.014
0.094 0.006 0.001
0.034 -0.037 0.008
-0.066 0.105 -0.125
-0.003 -0.007 0.056
0.034 -0.058 0.075
-0.015 0.019 0.009
0.009 0.000 0.019
-0.007 0.009 -0.007
-0.010 -0.053 0.007
0.016 -0.003 -0.023
0.018 -0.006 0.011
-0.003 0.008 -0.013
-0.006 0.026 -0.024

Löwdin atomic charge list, values in e, 5 entries:
1. C -0.0921
2. C -0.3801
3. O -0.4342
4. P 0.7058
5. C -0.1881

(2)
# C18H53Cl2O20P3

A cluster of 8 separate species, C18H53Cl2O20P3 in total (ωB97M-V/def2-TZVPD, the Open Molecules 2025 dataset).

Properties
- Kohn-Sham gap: 10.057 eV
- Max |F|: 3.52 eV/Å

Geometry (Å):
C1 1.566 -5.117 5.826
O1 0.202 -5.247 6.098
P1 -0.496 -6.700 6.425
O2 -0.046 -7.805 5.544
O3 -0.334 -6.928 8.023
C2 -0.581 -5.925 8.992
O4 -2.090 -6.408 6.287
C3 -2.987 -7.290 6.920
H1 1.714 -4.869 4.775
H2 2.047 -6.013 6.218
H3 1.987 -4.363 6.492
H4 -1.218 -6.362 9.761
H5 -1.045 -4.999 8.653
H6 0.365 -5.609 9.431
H7 -2.632 -8.301 7.119
H8 -3.916 -7.270 6.350
H9 -3.313 -6.864 7.869
C4 -2.770 7.899 -2.584
O5 -1.611 7.750 -3.370
P2 -0.390 6.742 -2.781
O6 -0.616 5.279 -2.861
O7 -0.066 7.313 -1.278
C5 1.258 7.336 -0.822
O8 0.896 7.331 -3.652
C6 1.176 8.682 -3.715
H10 -2.562 8.549 -1.734
H11 -3.238 7.040 -2.105
H12 -3.476 8.522 -3.133
H13 2.040 6.810 -1.370
H14 1.196 7.075 0.234
H15 1.557 8.381 -0.895
H16 2.136 8.895 -3.245
H17 0.453 9.373 -3.279
H18 1.300 9.093 -4.717
C7 7.236 0.217 -1.602
O9 7.949 1.377 -2.100
P3 7.116 2.726 -2.323
O10 7.833 3.851 -2.997
O11 6.672 3.103 -0.816
C8 7.650 3.439 0.195
O12 5.788 2.124 -2.969
C9 4.749 2.919 -3.354
H19 7.792 -0.251 -0.789
H20 7.159 -0.553 -2.370
H21 6.193 0.345 -1.312
H22 7.371 4.416 0.590
H23 8.647 3.531 -0.237
H24 7.618 2.662 0.959
H25 4.797 3.019 -4.438
H26 4.733 3.959 -3.026
H27 3.761 2.486 -3.194
Cl1 2.084 2.073 0.693
C10 1.111 0.808 -0.145
Cl2 1.409 -0.724 0.678
H28 0.040 0.996 -0.072
H29 1.373 0.705 -1.198
O13 -6.842 -2.353 -2.611
C11 -6.698 -2.404 -1.188
C12 -5.226 -2.301 -0.647
O14 -4.763 -0.999 -0.975
H30 -7.694 -2.708 -2.876
H31 -7.225 -1.527 -0.813
H32 -7.195 -3.270 -0.752
H33 -4.588 -3.077 -1.071
H34 -5.138 -2.480 0.424
H35 -5.001 -0.842 -1.892
O15 -4.084 -0.405 4.841
C13 -2.665 -0.483 4.622
C14 -1.834 0.038 5.745
O16 -1.545 1.423 5.658
H36 -4.304 0.522 4.722
H37 -2.512 -1.554 4.487
H38 -2.506 -0.042 3.638
H39 -0.853 -0.434 5.702
H40 -2.201 -0.204 6.742
H41 -2.288 1.966 5.930
O17 -0.240 -5.078 -4.409
C15 0.435 -4.563 -3.312
C16 1.918 -4.074 -3.539
O18 2.015 -2.854 -4.212
H42 -0.977 -4.493 -4.598
H43 -0.190 -3.795 -2.856
H44 0.504 -5.486 -2.735
H45 2.503 -4.869 -4.002
H46 2.419 -4.093 -2.571
H47 2.843 -2.861 -4.698
O19 -3.716 0.699 -4.508
C17 -2.646 -0.152 -4.964
C18 -3.234 -1.197 -5.967
O20 -3.663 -2.332 -5.253
H48 -3.369 1.542 -4.206
H49 -1.932 0.541 -5.408
H50 -2.219 -0.637 -4.086
H51 -2.428 -1.593 -6.585
H52 -3.956 -0.686 -6.605
H53 -4.493 -2.112 -4.822

Cartesian forces, eV/Å:
0.930 -0.484 0.966
-3.049 -1.197 0.797
-0.186 0.294 -0.779
-0.102 1.077 1.554
0.311 -0.208 -1.625
0.094 0.511 0.698
2.052 0.653 -0.298
-1.312 0.205 0.750
0.257 -0.323 0.166
0.496 -0.284 -0.951
-0.241 0.547 -0.303
0.096 0.007 0.001
-0.220 -0.245 -0.588
0.070 -0.240 0.097
0.192 0.064 -0.439
0.264 -0.424 -0.387
0.345 0.063 0.336
-0.744 1.644 1.281
2.238 -2.280 1.004
0.253 1.436 -0.672
0.341 1.965 -0.100
-1.717 -1.020 -2.456
0.871 1.371 0.984
-2.193 -2.221 0.654
0.817 2.365 0.007
0.444 0.079 0.249
0.200 -0.558 -0.813
-0.137 -0.621 -0.425
-0.569 -0.671 -0.080
0.432 -0.255 -0.154
0.251 0.140 0.306
0.070 -0.208 0.278
-0.356 -0.458 0.392
-0.195 -0.756 -0.459
0.054 -0.922 -0.226
-0.723 -0.044 -0.171
1.081 0.969 0.716
-1.080 -1.986 0.668
-0.260 -0.210 -0.621
-0.244 0.179 -0.639
1.836 -0.523 1.442
-2.053 1.671 -2.318
0.109 0.454 0.089
0.370 0.233 -0.397
0.220 0.784 0.241
-0.013 -0.174 0.159
0.013 -0.140 0.026
0.062 0.149 -0.006
0.021 0.020 -0.257
0.330 -0.147 0.677
0.246 -0.307 0.629
-0.566 -0.233 -0.707
-0.022 0.025 0.307
-0.033 -0.366 -0.119
0.293 0.363 0.203
0.331 0.208 0.289
1.110 -0.221 0.052
-0.042 0.063 1.129
-1.130 0.086 -1.571
0.421 -0.154 0.500
0.016 -0.008 0.211
0.063 0.111 0.389
0.063 -0.309 -0.165
0.034 -0.086 -0.479
-0.524 0.472 0.085
0.077 0.101 -0.228
0.159 0.434 0.313
-1.459 -1.173 -0.506
1.083 0.339 0.146
0.079 0.482 -0.121
-0.361 0.055 0.004
0.318 -0.069 0.177
0.777 0.346 0.186
0.100 -0.075 -0.181
-0.551 -0.196 -0.117
-0.144 -0.160 0.087
-0.595 0.330 -1.742
1.525 -0.330 0.359
-1.046 -1.480 0.573
-0.010 0.311 -0.164
0.003 -0.058 -0.373
0.372 0.058 0.480
0.393 0.516 1.168
-0.364 -0.188 -0.838
-0.284 0.724 0.617
-0.050 0.171 -0.081
-0.568 -0.424 -0.021
-0.783 0.766 -0.397
1.825 0.710 1.123
-0.796 -0.130 -0.174
0.133 -0.093 0.024
0.426 -0.505 -0.364
0.233 -0.327 -0.224
0.079 0.307 -0.176
-0.362 -0.263 0.101
-0.195 -0.101 0.217

Löwdin atomic charge list, values in e, 5 entries:
1. C -0.1195
2. O -0.2409
3. P 0.4764
4. O -0.2355
5. O -0.2304

(3)
# C18H53O12

A cluster of 10 separate species, C18H53O12 in total (ωB97M-V/def2-TZVPD, the Open Molecules 2025 dataset).

Properties
- Total charge: -1
- Kohn-Sham gap: 9.662 eV
- Max |F|: 8.97 eV/Å

Geometry (Å):
C1 -0.209 0.486 -0.004
O1 -1.041 0.234 0.881
O2 0.641 -0.372 -0.430
O3 -0.296 1.606 -0.585
H1 0.743 -1.335 -0.097
C2 2.521 3.492 -0.032
O4 2.296 2.162 0.418
H2 2.447 3.613 -1.266
H3 3.521 3.860 0.228
H4 1.739 4.095 0.409
H5 1.418 1.830 0.061
C3 2.152 -4.084 3.474
O5 2.490 -3.120 2.489
H6 1.089 -4.024 3.649
H7 2.859 -3.879 4.492
H8 2.296 -5.120 2.974
H9 1.856 -2.214 2.439
C4 1.817 -1.239 -3.774
O6 2.550 -0.668 -2.671
H10 1.695 -0.509 -4.592
H11 0.866 -1.859 -3.439
H12 2.312 -1.928 -4.463
H13 1.907 -0.384 -1.957
C5 -2.110 -2.597 1.785
O7 -2.003 -2.219 0.407
H14 -1.444 -3.290 2.067
H15 -3.089 -3.103 1.834
H16 -2.149 -1.697 2.454
H17 -1.525 -1.440 0.484
C6 -3.803 2.145 1.327
O8 -3.195 1.101 1.976
H18 -4.800 2.098 1.567
H19 -3.564 2.256 0.116
H20 -3.348 2.936 1.826
H21 -2.377 0.936 1.805
C7 4.023 -3.902 -1.954
C8 2.991 -3.750 -0.804
C9 1.620 -4.357 -1.137
O9 3.404 -4.470 0.279
H22 4.982 -3.444 -1.591
H23 3.818 -3.264 -2.640
H24 4.193 -4.973 -2.242
H25 3.067 -2.607 -0.505
H26 1.282 -3.720 -1.849
H27 0.987 -4.189 -0.411
H28 1.748 -5.459 -1.710
H29 2.979 -4.224 1.003
C10 -0.410 0.699 4.481
C11 0.782 0.386 3.618
C12 2.064 0.059 4.460
O10 0.476 -0.719 2.790
H30 -1.348 0.957 3.796
H31 -0.380 1.286 5.477
H32 -0.834 -0.225 4.873
H33 0.889 1.126 2.985
H34 2.107 -1.045 4.868
H35 2.433 0.834 5.201
H36 2.777 -0.253 3.705
H37 0.053 -0.193 2.265
C13 -1.880 6.115 -0.668
C14 -1.682 4.599 -0.955
C15 -0.904 4.331 -2.280
O11 -0.954 4.017 0.109
H38 -2.592 6.565 -1.334
H39 -0.943 6.762 -0.584
H40 -2.495 6.302 0.183
H41 -2.492 4.060 -1.018
H42 -0.720 3.201 -2.525
H43 0.085 4.862 -2.190
H44 -1.470 4.708 -3.092
H45 -1.100 3.071 -0.011
C16 -3.117 0.835 -2.309
C17 -2.242 -0.334 -2.804
C18 -2.883 -0.984 -3.980
O12 -0.963 0.241 -3.137
H46 -2.657 1.410 -1.479
H47 -4.159 0.328 -2.059
H48 -3.285 1.385 -3.171
H49 -2.020 -1.116 -2.086
H50 -3.696 -1.687 -3.599
H51 -2.035 -1.543 -4.442
H52 -3.224 -0.201 -4.951
H53 -0.497 0.781 -2.424

Cartesian forces, eV/Å:
-4.221 3.043 0.491
0.364 -1.508 1.316
3.473 -3.901 -1.332
1.792 -0.902 -0.963
-0.993 2.558 -0.082
-0.754 -0.244 -2.806
-0.215 -0.451 -0.537
0.091 -0.426 3.004
-0.237 -0.429 0.221
-0.028 0.675 -0.136
1.353 1.260 0.198
1.534 -0.044 0.682
-1.833 3.330 -0.635
-0.295 0.024 0.799
-2.112 -0.975 -2.643
0.298 1.536 1.208
2.007 -3.582 0.824
-1.475 -0.615 -0.055
-0.979 -0.619 0.018
-1.240 0.560 0.897
1.612 1.871 -0.745
1.321 -0.781 1.210
0.840 -0.429 -1.378
-4.166 2.442 -1.129
-0.796 -2.733 0.500
3.020 -2.285 1.083
0.137 0.224 0.372
0.230 -0.863 -0.551
1.292 2.949 -0.237
3.103 0.182 -3.142
-8.449 -0.989 2.680
-2.520 -0.019 -0.021
-0.867 -0.509 3.042
0.208 2.699 0.114
7.986 -1.165 -2.485
2.046 -3.406 5.698
0.379 0.780 -0.555
4.804 -2.340 -4.619
4.841 -3.134 -3.320
-0.501 -0.902 0.099
-1.935 3.551 -5.235
-0.290 1.080 0.047
-0.989 -1.798 -0.822
-1.531 1.693 -2.965
-3.292 -0.407 4.242
-0.518 2.874 2.222
-2.929 2.080 5.068
-3.644 -0.012 0.677
0.981 -3.286 5.987
0.132 -1.874 -0.312
4.327 -4.639 5.321
1.998 0.372 1.465
0.487 -0.128 -2.128
0.439 -0.649 0.050
1.475 4.234 -2.860
-1.216 2.144 0.284
-0.493 -1.065 -1.095
0.951 1.206 -0.370
-5.014 3.157 -6.741
0.485 -0.106 -0.276
5.498 2.703 -0.228
1.267 -1.054 0.859
-0.192 0.809 0.610
0.187 0.229 -1.454
-1.114 -1.210 -0.282
0.133 -0.436 1.561
-5.248 -2.091 -0.407
-0.337 2.060 0.883
-0.851 -0.606 -0.341
-0.453 0.639 -1.042
0.671 -0.457 0.226
-1.514 -3.187 2.043
0.795 2.483 1.161
0.017 0.354 -3.070
0.925 0.355 -0.449
-0.498 -0.505 -0.537
1.888 1.382 0.090
-0.238 1.599 -1.464
-0.496 -0.148 0.564
0.899 1.045 -0.959
-0.904 -0.173 0.097
0.616 -2.123 3.197
-1.527 -0.979 -0.705

Löwdin atomic charge list, values in e, 5 entries:
1. C -0.7911
2. O -0.0057
3. O 0.1327
4. O -0.0392
5. H 0.1921